Density functional theory data (ωB97M-V/def2-TZVPD) for C40H43AsNOP2SSe2Te2Tl as an isolated structure.

## Properties
- Net charge: -2
- Relative energy (zero: lowest compared OMol25 entry of this formula, charge and spin): 1.004 eV
- HOMO: -1.10 eV
- Orbital gap: 5.04 eV
- LUMO level: 3.93 eV

CARTESIAN COORDINATES (ANGSTROEM)
Tl1 -1.4265 -0.2593 -1.0469
C1 2.4013 -0.9676 -1.7824
P1 1.2553 0.0861 -2.7722
C2 1.5893 -0.4546 -4.4907
C3 2.1513 0.3304 -5.4954
C4 2.2522 -0.1439 -6.7983
C5 1.7956 -1.4122 -7.1224
C6 1.2141 -2.1975 -6.1347
C7 1.0986 -1.7150 -4.8418
C8 2.0817 1.7144 -2.6615
C9 1.2801 2.8008 -2.3218
C10 1.8361 4.0641 -2.1716
C11 3.1973 4.2536 -2.3575
C12 4.0075 3.1743 -2.6900
C13 3.4493 1.9129 -2.8382
C14 2.1715 -0.6374 -0.3359
C15 2.8788 -1.0390 0.7910
C16 2.2236 -0.4337 1.8924
C17 1.1706 0.2978 1.3531
C18 0.1112 1.0736 2.0722
P2 -0.4802 2.5465 1.0981
C19 -2.3135 2.4359 1.0806
C20 -3.0860 1.3535 1.4977
C21 -4.4561 1.3150 1.2645
C22 -5.0816 2.3765 0.6322
C23 -4.3295 3.4697 0.2228
C24 -2.9625 3.4891 0.4297
C25 -0.2606 3.8486 2.3845
C26 0.8355 4.6992 2.2666
C27 1.0908 5.6736 3.2252
C28 0.2422 5.8168 4.3125
C29 -0.8607 4.9791 4.4382
C30 -1.1064 4.0053 3.4829
N1 1.1390 0.1786 0.0035
H1 3.4472 -0.8246 -2.0724
H2 2.1379 -2.0050 -2.0238
H3 2.5062 1.3276 -5.2709
H4 2.6856 0.4904 -7.5632
H5 1.8702 -1.7759 -8.1404
H6 0.8236 -3.1791 -6.3756
H7 0.5911 -2.3160 -4.0955
H8 0.2196 2.6440 -2.1636
H9 1.1989 4.8988 -1.9022
H10 3.6305 5.2400 -2.2349
H11 5.0739 3.3127 -2.8269
H12 4.0847 1.0702 -3.0880
H13 3.7571 -1.6716 0.8141
H14 2.4807 -0.5172 2.9411
H15 0.4872 1.4412 3.0300
H16 -0.7411 0.4334 2.3120
H17 -2.6176 0.4854 1.9431
H18 -5.0168 0.4219 1.5081
H19 -6.1393 2.3252 0.4071
H20 -4.8020 4.2814 -0.3168
H21 -2.3779 4.3138 0.0348
H22 1.4998 4.5884 1.4160
H23 1.9515 6.3233 3.1170
H24 0.4340 6.5800 5.0577
H25 -1.5325 5.0884 5.2819
H26 -1.9753 3.3627 3.5760
Se1 -4.6004 -2.2058 -0.2645
Te1 -5.5827 -0.8258 -2.0958
Te2 -3.4362 -0.5451 -3.7980
Se2 -2.4616 1.6988 -3.2277
C31 0.8034 -4.7594 -3.1077
As1 -0.0762 -3.8613 -1.5732
C32 1.3115 -4.3790 -0.2851
C33 -1.3765 -5.2909 -1.2621
H27 1.1540 -5.7499 -2.8085
H28 1.6486 -4.1690 -3.4624
H29 0.0850 -4.8640 -3.9228
H30 1.3762 -5.4670 -0.2086
H31 1.0759 -3.9395 0.6799
H32 2.2644 -3.9743 -0.6287
H33 -0.8799 -6.2640 -1.2457
H34 -2.1135 -5.2614 -2.0644
H35 -1.8789 -5.0983 -0.3174
C34 -3.3330 -2.9435 2.9980
S1 -1.8556 -2.3511 2.1552
O1 -1.2831 -3.5391 1.4677
C35 -0.8537 -2.1102 3.6298
C36 0.2729 -2.8919 3.8084
C37 1.0976 -2.6519 4.8997
C38 0.8020 -1.6330 5.7913
C39 -0.3255 -0.8426 5.5963
C40 -1.1533 -1.0771 4.5108
H36 -3.0695 -3.8450 3.5506
H37 -4.0628 -3.1403 2.2158
H38 -3.7107 -2.1650 3.6614
H39 0.4925 -3.6603 3.0779
H40 1.9890 -3.2521 5.0353
H41 1.4616 -1.4384 6.6283
H42 -0.5490 -0.0308 6.2774
H43 -2.0190 -0.4461 4.3376



Density functional theory data (ωB97M-V/def2-TZVPD) for C40H43BN6O3SSb2Sn as an isolated structure at a distorted geometry.

## Properties
- Net charge: +2
- Relative energy (zero: lowest compared OMol25 entry of this formula, charge and spin): 0.143 eV
- HOMO: -12.62 eV
- Orbital gap: 5.91 eV
- LUMO level: -6.71 eV

CARTESIAN COORDINATES (ANGSTROEM)
Sn1 -0.5435 -0.8588 -2.5209
O1 1.2522 -0.2065 -0.6674
N1 2.1475 0.6539 -1.1379
C1 3.4523 0.3604 -1.0512
C2 4.4061 1.2431 -1.4936
C3 4.0065 2.4567 -2.0511
C4 2.6621 2.7405 -2.1400
C5 1.7210 1.8266 -1.6659
S1 0.0300 2.1383 -1.7086
H1 3.6861 -0.5968 -0.6121
H2 5.4472 0.9927 -1.3924
H3 4.7429 3.1610 -2.4013
H4 2.2918 3.6680 -2.5459
C6 0.0126 0.4897 3.9984
C7 -0.3064 1.9729 4.1203
C8 -1.3646 2.4437 3.1371
Sb1 -0.7256 2.2341 1.0493
C9 -2.6982 2.4138 0.1710
C10 -3.5178 3.3832 0.7270
C11 -4.7628 3.6208 0.1701
C12 -5.1837 2.8870 -0.9263
C13 -4.3663 1.9049 -1.4583
C14 -3.1186 1.6624 -0.9073
C15 0.3381 4.1002 0.7992
C16 -0.3760 5.2223 0.4096
C17 0.2932 6.4133 0.1785
C18 1.6653 6.4866 0.3506
C19 2.3732 5.3611 0.7365
C20 1.7131 4.1601 0.9435
Sb2 0.8490 0.0043 2.0467
C21 2.9319 0.3740 2.4592
C22 3.8320 -0.6618 2.2597
C23 5.1540 -0.5054 2.6448
C24 5.5746 0.6824 3.2220
C25 4.6697 1.7097 3.4293
C26 3.3480 1.5575 3.0456
C27 0.8696 -2.1641 2.0946
C28 1.1308 -2.7443 3.3247
C29 1.1989 -4.1258 3.4183
C30 0.9748 -4.9112 2.2990
C31 0.7305 -4.3163 1.0733
C32 0.7015 -2.9342 0.9642
H5 -0.8871 -0.1087 4.1534
H6 0.7383 0.2052 4.7588
H7 0.6048 2.5659 3.9866
H8 -0.6601 2.1732 5.1372
H9 -1.5693 3.5021 3.3063
H10 -2.2977 1.8946 3.2790
H11 -3.1944 3.9661 1.5780
H12 -5.3939 4.3858 0.5946
H13 -6.1522 3.0763 -1.3589
H14 -4.6829 1.3147 -2.3038
H15 -2.4927 0.8826 -1.3393
H16 -1.4466 5.1747 0.2720
H17 -0.2598 7.2835 -0.1396
H18 2.1853 7.4154 0.1734
H19 3.4416 5.4175 0.8772
H20 2.2793 3.2733 1.2053
H21 3.4978 -1.6005 1.8353
H22 5.8497 -1.3201 2.5098
H23 6.6027 0.8053 3.5254
H24 4.9840 2.6267 3.9024
H25 2.6462 2.3576 3.2346
H26 1.3023 -2.1398 4.2040
H27 1.4269 -4.5847 4.3690
H28 1.0025 -5.9864 2.3829
H29 0.5654 -4.9203 0.1945
H30 0.5603 -2.4591 0.0053
B1 -1.7647 -4.0761 -2.2606
N2 -2.0611 -3.2729 -0.9681
C33 -2.6864 -3.6891 0.1276
C34 -2.7570 -2.6392 1.0323
C35 -2.1421 -1.5890 0.3752
N3 -1.7328 -1.9859 -0.8368
N4 -0.2373 -4.1299 -2.4342
C36 0.5778 -5.1767 -2.5165
C37 1.8719 -4.7205 -2.7257
C38 1.7483 -3.3437 -2.7639
N5 0.4640 -3.0040 -2.5908
H31 -2.2063 -3.4424 -3.1824
H32 -2.2005 -5.1662 -2.1501
H33 -3.0540 -4.6913 0.2236
H34 -3.1812 -2.6486 2.0147
H35 -1.9906 -0.5717 0.6985
H36 0.2189 -6.1830 -2.4270
H37 2.7612 -5.3034 -2.8403
H38 2.5007 -2.5884 -2.9046
N6 -4.4044 -3.0057 -5.5604
C39 -4.6061 -1.9524 -4.5792
C40 -3.2446 -1.3558 -4.2757
O2 -2.3276 -1.6151 -5.1722
O3 -3.0044 -0.6801 -3.2954
H39 -5.2393 -3.1845 -6.1053
H40 -4.1386 -3.8747 -5.1077
H41 -2.7602 -2.1990 -5.8559
H42 -5.0851 -2.2591 -3.6411
H43 -5.2141 -1.1535 -5.0178



Among the records above, which one has the highest LUMO level? C40H43AsNOP2SSe2Te2Tl